Molecular formula: C5H2O4
Method: DFT, the ωB97M-V functional and the def2-TZVPD basis

ORCA input file:
```
! wB97M-V def2-TZVPD RIJCOSX def2/J DEFGRID3
* xyz 0 1
C 0.86 -0.69 -0.10
C 0.54 1.57 -0.15
C -0.59 0.93 -0.24
C -1.86 -0.54 -0.09
C -0.51 -0.47 -0.42
H 2.55 -1.57 0.60
H 0.82 2.69 0.41
O 1.56 -1.90 -0.11
O 1.49 0.51 0.02
O -2.03 0.78 0.03
O -2.82 -1.31 0.04
*
```

* maximum force: 7.523 eV/A
* LUMO: -0.502 eV
* frontier orbital gap: 9.1 eV
* ΔE to the lowest compared entry with this formula, charge and spin: 396.2 kJ/mol
* E_HOMO: -0.3529 Eh

The net atomic charges from Löwdin, expressed in e, are: number 1, C, carries -0.26; number 2, C, carries -0.01; number 3, C, carries -0.16; number 4, C, carries -0.46; number 5, C, carries 0.02; number 6, H, carries 0.31; number 7, H, carries 0.21; number 8, O, carries 0.03; number 9, O, carries 0.03; number 10, O, carries 0.16; number 11, O, carries 0.13